# 1
DFT (the ωB97M-V functional and the def2-TZVPD basis) results for a molecular structure, C10H9AlBr5Cl5CsFN3O5P in a non-equilibrium geometry.

The electronic energy comes out at -457174.38699 eV. As for the lowest unoccupied orbital energy: -5.03 eV. Its HOMO-LUMO gap is 2.16 eV.

ORCA input file:
```
! RIJCOSX wB97M-V def2-TZVPD def2/J DEFGRID3
* xyz 0 1
N 1.65202 -2.66491 -1.50631
C 0.80756 -1.44672 -1.70298
C 1.47489 -0.10680 -1.30915
C 0.71406 1.26647 -1.43757
C -0.77090 1.19662 -1.95971
P -1.79122 2.79935 -2.10795
O -1.02048 4.08948 -1.22335
Br -3.74876 2.49131 -0.94134
C -1.46453 -0.18558 -2.36613
N -2.83395 -0.11275 -2.81368
C -3.36116 -1.40308 -3.13458
C -2.52058 -2.71783 -3.05130
N -1.16227 -2.83206 -2.61853
C -0.67876 -1.51869 -2.26059
H 1.12618 -3.52153 -1.80351
H 1.77925 -2.80703 -0.47090
H 2.54155 -0.07905 -0.90004
H 1.27246 2.21993 -1.13701
H -1.14091 3.84310 -0.24529
H -4.46282 -1.48455 -3.47178
H -3.04767 -3.69796 -3.36859
Cs 1.39680 -5.45688 -1.37070
Br 0.45068 4.19416 0.50319
O -4.62423 -2.24837 0.38307
Cl -5.90645 -2.19445 -0.29177
O -5.72802 -2.55109 -1.68724
O -6.44407 -0.85458 -0.20319
O -6.82030 -3.12663 0.32968
C 0.67515 0.86323 3.09855
Cl 0.86045 0.90691 1.34078
Cl 1.55265 -0.51861 3.78195
Cl 1.25742 2.37173 3.79842
H -0.38156 0.75018 3.33647
C 5.33691 3.08832 3.88667
Br 4.12587 2.95630 2.37277
Br 4.79385 1.91058 5.32874
Br 7.18232 2.79350 3.36428
H 5.27202 4.10970 4.26249
Al 3.78003 -2.64832 1.16676
Cl 3.99610 2.34622 -0.32244
F 5.86037 -0.01959 6.75179
*
```

***

# 2
DFT (the ωB97M-V functional and the def2-TZVPD basis) results for 2 unconnected molecules or ions with the total composition C10H9BrFNO2 in a non-equilibrium geometry.

The electronic energy comes out at -88852.99948 eV. As for the lowest unoccupied orbital energy (alpha / beta): 0.59 / -1.36 eV. As for the expectation value of S²: 2.059. Its HOMO-LUMO gap (alpha / beta) is 7.45 / 7.71 eV.

ORCA input file:
```
! RIJCOSX wB97M-V def2-TZVPD def2/J DEFGRID3
* xyz 0 3
C -0.29220 -2.90211 -0.10164
C 0.58555 -2.60667 -1.16622
C -0.17943 -2.42331 1.16895
C 1.45542 -1.56792 -0.91301
C 0.65034 -1.37823 1.48147
C 1.53222 -0.92119 0.35326
C 0.16831 1.65607 0.36696
C -1.17432 2.96405 -0.78767
C -2.20466 1.81349 -0.49040
C 2.34356 0.14462 0.75707
N -0.67791 1.10310 1.05867
O 0.17890 2.54668 -0.55897
O -2.05336 1.19500 0.75106
F 2.51211 0.44850 2.02929
Br 3.58550 1.21006 -0.40542
H -0.97384 -3.70504 -0.31250
H 0.36305 -2.96398 -2.20288
H -0.75421 -3.06059 1.96173
H 1.96706 -1.06437 -1.72815
H 0.89204 -1.07566 2.55670
H -1.17610 3.26794 -1.75938
H -1.50408 3.93056 -0.17897
H -3.16339 2.22972 -0.57440
H -2.08057 1.15925 -1.30555
*
```

***

# 3
DFT (the ωB97M-V functional and the def2-TZVPD basis) results for C10H9Cl2NO2 in the gas phase in a non-equilibrium geometry.

The electronic energy comes out at -41142.42837 eV. As for the lowest unoccupied orbital energy: 0.55 eV. Its HOMO-LUMO gap is 8.54 eV. The value obtained for the relative energy (zero: lowest compared OMol25 entry of this formula, charge and spin) is 332.1 kJ/mol.

ORCA input file:
```
! RIJCOSX wB97M-V def2-TZVPD def2/J DEFGRID3
* xyz 0 1
C 3.83516 0.78161 -0.07589
C 3.08582 0.81163 -1.25426
C 3.21390 0.80385 1.13278
C 1.62668 0.75324 -1.18864
C 1.87885 0.62961 1.24880
C 1.09912 0.39449 0.14491
C -0.33179 0.25186 0.28890
C -1.18492 1.29363 -0.00208
C -2.57160 -1.46289 -0.40608
C -4.07832 -1.73372 -0.07284
N -0.66298 -0.90789 0.87187
O -1.95131 -1.44538 0.82371
O -1.99993 -1.40524 -1.46196
Cl -2.89928 1.33709 0.20428
Cl -0.68517 2.60681 -0.90742
H 4.93462 0.89499 -0.19925
H 3.61187 0.67662 -2.23810
H 3.83108 0.89290 2.07002
H 1.02371 0.80962 -2.07438
H 1.38090 0.54907 2.27844
H -4.21022 -1.88761 0.94494
H -4.63393 -2.48502 -0.58362
H -4.46037 -0.63222 -0.24439
H 0.14808 -1.52704 0.70026
*
```